[1]
A structure of composition C36H88F6N7O15PdS2 at a distorted geometry. Source: the Open Molecules 2025 dataset; level of theory: wB97M-V/def2-TZVPD.

As for the HOMO energy (alpha / beta): -10.066 / -10.066 eV. As for the spin multiplicity: 3. Its calculated total energy is -121341.811 eV. As for the relative energy (zero: lowest compared OMol25 entry of this formula, charge and spin): 203.4 kJ/mol. As for the HOMO-LUMO gap (alpha / beta): 8.05 / 5.42 eV. Its net charge is +1.

XYZ file:
```
155
Properties=species:S:1:pos:R:3:lowdin_spin:R:1
Pd -1.6900 -30.9998 4.5489 1.48
C -1.6325 -28.7538 8.4864 0.00
F -2.1722 -28.2144 9.5467 0.00
F -0.7376 -27.9354 7.9405 0.00
F -1.0409 -29.8945 8.7983 0.00
S -2.9830 -29.0329 7.0910 0.01
O -4.2520 -28.9534 7.7582 0.01
O -2.6644 -28.0343 6.0848 0.00
N -2.5866 -30.5515 6.3938 0.09
S -3.1905 -31.7490 7.3082 0.01
O -2.5134 -32.9826 6.9408 0.00
O -3.3469 -31.5577 8.7234 0.02
C -4.9576 -31.9920 6.6395 0.00
F -5.6276 -32.8206 7.4090 0.00
F -5.5956 -30.8416 6.4917 0.00
F -4.8859 -32.5230 5.4042 0.00
C -2.9004 -24.8071 7.3683 0.00
C -2.6596 -23.3191 7.2710 0.00
O -1.8273 -23.1601 6.0893 0.00
H -3.6666 -24.9990 8.1231 0.00
H -1.9746 -25.3427 7.5740 0.00
H -3.2911 -25.1695 6.4179 0.00
H -2.0513 -22.8945 8.0731 0.00
H -3.5868 -22.7724 7.0861 0.00
H -1.7629 -22.2206 5.8910 0.00
C -8.2661 -32.3375 9.4920 0.00
O -9.2392 -31.5841 8.8160 0.00
C -9.9282 -32.2490 7.7670 0.00
C -9.1454 -32.1655 6.4640 0.00
N -8.8978 -30.7927 6.0769 0.00
C -8.4403 -30.6324 4.6859 0.00
C -8.2206 -29.1828 4.4242 0.00
O -6.9785 -28.7822 4.9513 0.00
C -6.4995 -27.5606 4.4746 0.00
H -7.9805 -31.7617 10.3751 0.00
H -7.3119 -32.4867 8.9728 0.00
H -8.6422 -33.3112 9.8206 0.00
H -10.8366 -31.6468 7.7374 0.00
H -10.1351 -33.3053 7.9693 0.00
H -9.6497 -32.7215 5.6618 0.00
H -8.2428 -32.8044 6.5032 0.00
H -8.3443 -30.3766 6.8149 0.00
H -9.2265 -31.0720 4.0720 0.00
H -7.4966 -31.1806 4.5649 0.00
H -9.0102 -28.5410 4.8259 0.00
H -8.1703 -29.0520 3.3313 0.00
H -7.1308 -26.6893 4.6659 0.00
H -6.3800 -27.5952 3.3789 0.00
H -5.4759 -27.3824 4.8047 0.00
C -4.0981 -30.5961 -1.8024 0.00
O -4.5496 -30.1209 -0.5291 0.00
C -5.8627 -29.5313 -0.5316 0.00
C -6.3465 -29.4292 0.9106 0.00
N -7.0653 -30.6125 1.3450 0.00
C -6.6656 -31.9232 0.8347 0.00
C -7.2569 -33.0432 1.6416 0.00
O -6.6915 -33.1166 2.9248 0.00
C -7.3120 -33.9763 3.8331 0.00
H -4.9289 -31.1151 -2.2763 0.00
H -3.3325 -31.3388 -1.5715 0.00
H -3.5849 -29.8175 -2.3659 0.00
H -6.5988 -30.0144 -1.1731 0.00
H -5.6063 -28.5209 -0.8676 0.00
H -6.9290 -28.5110 1.0232 0.00
H -5.4835 -29.1927 1.5523 0.00
H -7.4791 -30.5772 2.2603 0.00
H -5.5716 -32.0068 0.8448 0.00
H -7.0050 -31.9441 -0.2016 0.00
H -7.0387 -33.9987 1.1468 0.00
H -8.3481 -32.9206 1.6840 0.00
H -8.3887 -33.7523 3.8555 0.00
H -6.9017 -33.8282 4.8286 0.00
H -7.2707 -35.0421 3.5759 0.00
C -2.5495 -34.1974 3.9323 0.00
O -2.9866 -32.8432 3.9332 0.05
C -3.5867 -32.5328 2.6775 0.00
C -4.0836 -31.1033 2.8202 0.00
N -3.0452 -30.0695 2.9462 0.11
C -2.1986 -29.9059 1.7543 0.01
C -2.7162 -28.7472 0.8694 0.01
O -3.1031 -27.7124 1.7292 0.00
C -3.5659 -26.5074 1.1402 0.00
H -1.5552 -34.3558 3.5074 0.00
H -3.2755 -34.8681 3.4717 0.00
H -2.4721 -34.5590 4.9599 0.00
H -4.4786 -33.1480 2.5239 0.00
H -2.9559 -32.7179 1.8012 0.00
H -4.7092 -31.1379 3.7095 0.00
H -4.7168 -30.9614 1.9361 0.00
H -3.5051 -29.1594 3.0197 0.00
H -2.3085 -30.7768 1.1029 0.00
H -1.1472 -29.8000 2.0145 0.01
H -3.4946 -29.0682 0.1668 0.00
H -1.8957 -28.4753 0.1915 0.00
H -3.7553 -25.9118 2.0361 0.00
H -4.5055 -26.5501 0.5860 0.00
H -2.8309 -25.9511 0.5552 0.00
C 2.3711 -26.6102 2.0548 0.00
O 1.3371 -27.4629 2.5348 0.00
C 0.7866 -27.0110 3.7482 0.00
C -0.4546 -27.8408 4.0477 0.00
N -0.0609 -29.2500 4.3005 0.11
C 0.6310 -29.4973 5.5953 0.00
C 1.1265 -30.9660 5.6537 0.00
O 0.0158 -31.8683 5.5849 0.05
C 0.4932 -33.2005 5.4312 0.01
H 3.0613 -27.1938 1.4467 0.00
H 2.9052 -26.0928 2.8506 0.00
H 1.8954 -25.9047 1.3659 0.00
H 0.4349 -25.9760 3.6409 0.00
H 1.4952 -26.9955 4.5820 0.00
H -1.1050 -27.7871 3.1731 0.00
H -1.0494 -27.4747 4.8810 0.00
H 0.6294 -29.4052 3.5636 0.00
H -0.0150 -29.2234 6.4199 0.00
H 1.4849 -28.8297 5.7372 0.00
H 1.6513 -31.1018 6.6059 0.00
H 1.9605 -31.1693 4.9747 0.00
H 0.9180 -33.4254 4.4508 0.00
H -0.3211 -33.8850 5.6617 0.00
H 1.2558 -33.4562 6.1715 0.00
C -5.9489 -37.7261 10.7603 0.00
C -5.8191 -36.3638 11.4329 0.00
C -5.7937 -35.2129 10.4138 0.00
O -4.4893 -35.1343 9.8524 0.00
C -3.5111 -34.5444 10.6901 0.00
N -6.8446 -36.2098 12.4975 0.00
H -5.9148 -38.6107 11.3899 0.00
H -5.1420 -37.8405 10.0315 0.00
H -6.8587 -37.6160 10.1625 0.00
H -4.8431 -36.3264 11.9344 0.00
H -5.9866 -34.2305 10.8576 0.00
H -6.5270 -35.3838 9.6248 0.00
H -2.9549 -35.2787 11.2751 0.00
H -3.9415 -33.8620 11.4305 0.00
H -2.8433 -33.9571 10.0655 0.00
H -6.4702 -35.4697 13.0860 0.00
H -6.7813 -37.0528 13.0602 0.00
C 2.6688 -27.7507 11.2059 0.00
C 1.4253 -27.3898 10.3715 0.00
C 0.7441 -26.0820 10.8882 0.00
O -0.3074 -25.7729 9.9961 0.00
C -1.4296 -25.2711 10.7380 0.00
N 1.8866 -27.0970 8.9901 0.00
H 2.2488 -28.2246 12.0956 0.00
H 3.3112 -26.8986 11.4356 0.00
H 3.3353 -28.4532 10.7075 0.00
H 0.7652 -28.2592 10.3559 0.00
H 1.5113 -25.3054 10.9602 0.00
H 0.4116 -26.2826 11.9126 0.00
H -2.2130 -24.8422 10.1225 0.00
H -1.0783 -24.4583 11.3850 0.00
H -1.7731 -26.0120 11.4624 0.00
H 2.4095 -26.2367 9.1464 0.00
H 1.0765 -26.8210 8.4419 0.00
```

[2]
A cluster of 10 separate species, C36H88N6O14P2 in total at a distorted geometry. Source: the Open Molecules 2025 dataset; level of theory: wB97M-V/def2-TZVPD.

The SMILES is COP(=O)(OC)OC.COP(=O)(OC)OC.CNC(C)=O.CNC(C)=O.CNC(C)=O.CNC(C)=O.CNC(C)=O.CNC(C)=O.CCCCCC.CCCCCC. As for the HOMO energy: -8.580 eV. Its calculated total energy is -94944.615 eV. As for the HOMO-LUMO gap: 8.51 eV.

XYZ file:
```
146
Properties=species:S:1:pos:R:3:lowdin_charge:R:1
C -23.2254 14.0963 -3.8543 -0.13
O -24.4191 14.7050 -4.2229 -0.23
P -24.6667 16.3340 -4.0575 0.58
O -26.0817 16.8294 -3.9776 -0.25
O -23.6459 16.6962 -2.7678 -0.25
C -23.4431 18.0498 -2.3809 -0.12
O -23.8681 16.9286 -5.3917 -0.27
C -24.3398 16.6175 -6.7015 -0.10
H -23.2820 13.8705 -2.7894 0.09
H -22.4490 14.8288 -4.0750 0.08
H -23.1103 13.1385 -4.3617 0.09
H -22.3653 18.0210 -2.2209 0.07
H -23.8734 18.3339 -1.4206 0.10
H -23.7519 18.8158 -3.0923 0.08
H -24.5117 17.4764 -7.3503 0.09
H -25.3477 16.2606 -6.4902 0.07
H -23.7219 15.8202 -7.1146 0.09
C -22.7440 15.8269 0.7474 -0.05
O -22.9922 17.0374 1.5889 -0.25
P -22.9627 16.9186 3.2018 0.38
O -23.5207 15.6590 3.6536 -0.20
O -23.6675 18.2748 3.7783 -0.19
C -23.1145 19.5229 3.3937 -0.12
O -21.4703 17.1532 3.5825 -0.19
C -21.1008 17.0905 4.8811 -0.16
H -22.0406 15.2660 1.3628 0.06
H -22.1381 15.9995 -0.1421 0.07
H -23.5841 15.1403 0.6428 0.10
H -22.8835 19.5954 2.3309 0.08
H -22.2512 19.8289 3.9847 0.09
H -23.8150 20.3321 3.6004 0.08
H -20.1515 17.5855 5.0858 0.09
H -21.2007 16.1474 5.4184 0.10
H -21.8017 17.6113 5.5335 0.09
C -19.2697 15.7059 -2.0903 -0.05
N -19.6188 14.2870 -2.2914 0.04
C -20.0394 13.4912 -1.3254 -0.61
C -19.9866 12.0670 -1.5980 0.00
O -20.4459 13.8329 -0.2138 0.02
H -19.6692 16.2273 -1.2205 0.07
H -19.6336 16.2398 -2.9681 0.07
H -18.2150 15.8533 -2.3229 0.09
H -19.3878 13.9482 -3.2144 0.14
H -19.7216 11.9789 -2.6516 0.08
H -20.9738 11.6426 -1.4149 0.10
H -19.2487 11.5633 -0.9736 0.10
C -17.8540 19.8986 5.3210 -0.05
N -16.7018 19.1062 5.8583 0.03
C -15.6984 18.5204 5.2472 -0.59
C -15.6218 18.5451 3.7575 0.00
O -14.7169 18.1809 5.8984 0.02
H -18.5467 20.2964 6.0626 0.09
H -18.2975 19.3083 4.5192 0.05
H -17.3902 20.6732 4.7103 0.05
H -16.7667 19.0649 6.8653 0.13
H -14.7312 17.9982 3.4479 0.08
H -15.3930 19.5079 3.3005 0.07
H -16.4010 18.0204 3.2046 0.07
C -17.8703 14.8099 1.1696 -0.11
N -16.7047 14.8882 1.9523 0.01
C -16.5806 14.9324 3.2961 -0.53
C -17.8089 14.8745 4.1373 0.00
O -15.4665 14.9699 3.8751 0.00
H -17.9952 13.7453 0.9717 0.09
H -17.5464 15.1919 0.2015 0.08
H -18.8307 15.2482 1.4409 0.08
H -15.8245 14.8898 1.4570 0.15
H -17.7213 14.0805 4.8790 0.09
H -18.7175 14.7275 3.5534 0.06
H -17.9306 15.7955 4.7075 0.08
C -19.0053 21.8944 -2.7501 -0.06
N -18.4815 22.0648 -4.1089 0.01
C -17.6559 21.1837 -4.7505 -0.58
C -17.1872 21.5635 -6.1019 -0.01
O -17.2730 20.1593 -4.2226 0.04
H -20.0610 22.1543 -2.8281 0.06
H -18.5833 22.6388 -2.0749 0.07
H -18.8978 20.8947 -2.3292 0.09
H -18.8326 22.8882 -4.5767 0.13
H -17.6162 20.8815 -6.8361 0.09
H -16.0980 21.5454 -6.1395 0.09
H -17.3622 22.6206 -6.3017 0.07
C -21.7450 20.4140 -4.4806 -0.05
N -22.5554 21.4511 -3.8299 0.03
C -22.6295 21.6261 -2.5248 -0.54
C -23.5657 22.7939 -2.0595 0.02
O -22.1965 20.7994 -1.7183 0.01
H -21.5913 19.5172 -3.8804 0.07
H -20.8216 20.7773 -4.9316 0.07
H -22.3355 19.9620 -5.2775 0.08
H -23.1097 22.0153 -4.4580 0.14
H -23.2001 23.3666 -1.2071 0.07
H -24.5572 22.3441 -2.0094 0.09
H -23.7426 23.5754 -2.7986 0.07
C -20.3163 18.7261 0.2490 -0.05
N -19.9057 20.0943 0.1784 0.02
C -19.1679 20.6645 1.1292 -0.50
C -18.8814 22.2144 0.9442 0.02
O -18.6469 20.0152 2.0533 0.01
H -20.7591 18.3690 -0.6808 0.06
H -21.1631 18.7634 0.9342 0.07
H -19.5791 17.9945 0.5798 0.09
H -20.4879 20.7592 -0.3105 0.09
H -19.1999 22.6483 1.8920 0.06
H -19.3392 22.7092 0.0876 0.06
H -17.8063 22.3939 0.9400 0.05
C -14.6900 23.0251 0.8775 -0.11
C -14.9777 22.4473 2.2380 -0.31
C -15.1529 23.5069 3.2859 -0.22
C -15.4314 23.0350 4.7254 -0.20
C -15.7271 24.0349 5.9152 -0.24
C -16.3041 23.3504 7.1703 -0.11
H -15.6274 23.4371 0.5036 0.06
H -14.4978 22.1327 0.2819 0.08
H -13.9402 23.8153 0.8381 0.08
H -15.9529 21.9649 2.1718 0.09
H -14.2815 21.6517 2.5036 0.11
H -16.0739 24.0001 2.9751 0.11
H -14.2401 24.1026 3.2948 0.12
H -16.1704 22.2424 4.8429 0.07
H -14.6123 22.3478 4.9371 0.11
H -14.8647 24.6844 6.0652 0.10
H -16.4997 24.7296 5.5856 0.08
H -16.5292 24.0851 7.9434 0.07
H -16.9971 22.5148 7.0726 0.06
H -15.3911 22.8250 7.4503 0.07
C -20.1882 26.2019 6.6426 -0.14
C -20.1817 25.2178 5.5396 -0.28
C -21.6191 24.7456 5.0133 -0.21
C -21.6579 23.3953 4.3779 -0.21
C -22.9007 23.3045 3.4720 -0.22
C -22.6504 22.8966 1.9544 -0.10
H -19.1609 26.5070 6.8418 0.07
H -20.4663 25.6900 7.5639 0.07
H -20.9398 26.9793 6.5053 0.08
H -19.6535 25.5620 4.6504 0.10
H -19.4915 24.4489 5.8865 0.10
H -22.0162 25.5084 4.3435 0.11
H -22.1932 24.9093 5.9253 0.10
H -20.6710 23.2737 3.9315 0.10
H -21.7002 22.6374 5.1601 0.11
H -23.5100 22.4150 3.6316 0.06
H -23.6277 24.1136 3.5424 0.10
H -23.5408 22.5569 1.4254 0.07
H -22.2422 23.6870 1.3246 0.05
H -21.8314 22.1858 2.0646 0.05
```

[3]
A structure of composition C36H89N5 at a distorted geometry. Source: the Open Molecules 2025 dataset; level of theory: wB97M-V/def2-TZVPD.

As for the HOMO energy: -7.711 eV. Its calculated total energy is -46206.037 eV. As for the relative energy (zero: lowest compared OMol25 entry of this formula, charge and spin): 382.4 kJ/mol. As for the HOMO-LUMO gap: 8.46 eV.

XYZ file:
```
130
Properties=species:S:1:pos:R:3:lowdin_charge:R:1
C -63.6007 -87.9005 203.9966 -0.10
C -62.6774 -86.8019 204.2516 -0.23
N -61.8249 -86.4883 203.0556 -0.16
C -61.2823 -85.0669 202.9631 -0.20
C -60.4489 -84.7063 204.2068 -0.08
C -60.9383 -87.5228 202.8194 -0.31
C -60.6504 -87.7756 201.3514 -0.10
H -64.3608 -87.7667 204.7071 0.04
H -63.2371 -88.7870 203.9249 0.00
H -64.2504 -87.9749 203.0629 0.09
H -62.0429 -87.1403 205.0735 0.10
H -63.0976 -85.7291 204.7582 0.14
H -62.0540 -84.4569 202.8593 0.04
H -60.8501 -84.8150 201.9890 0.12
H -59.4188 -85.1809 204.3280 0.10
H -61.1299 -84.7039 205.0808 0.06
H -60.2312 -83.6031 204.2036 0.07
H -61.2366 -88.6070 203.0011 0.15
H -60.0484 -87.3464 203.2154 0.06
H -61.3776 -88.4273 200.6482 0.11
H -59.9047 -88.4061 201.3897 -0.01
H -60.6558 -86.8917 200.6033 0.10
C -68.5510 -85.0559 200.5795 -0.10
C -68.0629 -85.5503 199.2174 -0.27
N -66.7006 -86.0266 199.2331 -0.19
C -66.2560 -86.8956 198.0510 -0.21
C -66.0447 -86.1675 196.6928 -0.09
C -65.6824 -85.0623 199.7479 -0.21
C -64.4902 -85.9212 200.3625 -0.10
H -68.4464 -84.0532 200.6971 0.01
H -67.8033 -85.4427 201.2306 0.01
H -69.7394 -85.4148 200.8418 0.15
H -68.0516 -84.5561 198.7006 0.12
H -68.6846 -86.3357 198.9221 0.09
H -67.0420 -87.6098 197.8858 0.09
H -65.5103 -87.6276 198.1918 0.07
H -65.6264 -86.7297 195.8156 0.08
H -65.3861 -85.3419 196.6695 0.04
H -66.9809 -85.9010 196.2431 0.05
H -66.0701 -84.2982 200.4951 0.11
H -65.2625 -84.4036 198.9119 0.11
H -63.8350 -86.4351 199.6103 0.06
H -64.6411 -86.7775 201.1240 0.06
H -63.8423 -85.2514 201.0387 0.07
C -64.0438 -85.3309 208.0104 -0.08
C -63.7077 -86.8190 208.3638 -0.32
N -64.3835 -87.8704 207.7394 -0.20
C -63.6067 -89.1325 207.5420 -0.22
C -63.3558 -89.9564 208.7843 -0.08
C -65.8398 -87.9309 208.1656 -0.23
C -66.7376 -88.9419 207.4625 -0.11
H -65.0874 -85.0479 208.1573 0.07
H -63.6455 -85.2911 206.9088 0.09
H -63.4008 -84.7855 208.5234 0.00
H -63.9936 -86.8431 209.4653 0.10
H -62.5060 -86.8749 208.5617 0.17
H -62.7742 -89.0371 206.9480 0.05
H -64.3406 -89.9074 206.6577 0.19
H -62.9089 -90.9500 208.5308 0.10
H -64.0960 -90.1941 209.2478 -0.05
H -62.5957 -89.4920 209.4732 0.10
H -66.2385 -86.8940 208.1108 0.10
H -65.7731 -88.2802 209.2885 0.14
H -66.8168 -88.6189 206.3283 0.09
H -67.6724 -88.9646 208.0229 0.07
H -66.4854 -90.0244 207.5052 0.07
C -68.1490 -93.0124 200.6843 -0.11
C -67.4109 -92.3727 201.9707 -0.24
N -67.6679 -90.9813 202.2044 -0.18
C -69.0625 -90.3120 202.3063 -0.10
C -69.7846 -90.9645 203.6886 -0.03
C -66.6946 -89.9783 201.6756 -0.30
C -66.9081 -89.6089 200.2795 -0.11
H -67.9114 -92.3048 199.7159 0.09
H -69.2649 -92.9901 200.6176 0.05
H -67.6931 -93.9804 200.4905 0.04
H -66.3612 -92.3719 201.6065 0.11
H -67.7277 -93.1799 202.7159 0.12
H -69.7020 -90.7464 201.4208 0.13
H -68.9945 -89.3622 202.3108 0.01
H -69.1570 -90.7669 204.5155 0.04
H -69.8343 -91.8905 203.6428 -0.06
H -70.8784 -90.4797 203.6897 0.12
H -65.7003 -90.3417 201.6322 0.08
H -66.4153 -89.0324 202.2449 0.11
H -67.7816 -89.0192 200.1520 0.05
H -66.8469 -90.4766 199.5988 0.07
H -65.9233 -88.8710 200.0605 0.13
C -69.4182 -82.9595 205.2891 -0.09
C -68.8712 -84.3000 204.7999 -0.26
N -67.3975 -84.3745 204.9894 -0.17
C -66.9908 -85.7948 205.2312 -0.19
C -67.1163 -86.7357 203.9445 -0.08
C -66.7091 -83.7095 203.8890 -0.23
C -65.2056 -83.4647 204.2308 -0.06
H -70.5235 -82.7861 205.3143 0.08
H -69.0775 -82.1224 204.6347 0.07
H -69.0379 -82.7541 206.2934 0.07
H -69.3256 -84.7028 203.7921 0.14
H -69.2501 -84.9354 205.4298 0.03
H -67.5515 -86.2285 206.0328 0.08
H -65.8752 -85.8191 205.6402 0.13
H -66.8700 -87.6945 204.3764 0.03
H -66.5238 -86.4296 203.1010 0.03
H -68.1715 -86.8670 203.5071 0.09
H -66.9830 -82.7760 203.6763 0.06
H -66.8090 -84.4344 202.9487 0.12
H -64.5423 -84.3594 204.2086 0.05
H -65.2294 -83.1131 205.2474 0.06
H -64.8699 -82.5481 203.8078 0.05
C -60.8568 -81.7524 207.0368 -0.18
C -62.2020 -81.7976 206.5562 -0.30
C -62.5701 -80.5536 205.6345 -0.21
C -61.9159 -80.4361 204.3076 -0.17
C -62.5473 -79.1634 203.5453 -0.16
C -61.7930 -78.7794 202.1798 -0.12
H -60.8105 -82.7968 207.6865 0.11
H -60.4766 -80.8146 207.7385 0.13
H -59.9097 -81.8944 206.3383 0.09
H -62.8409 -81.7136 207.4278 0.11
H -62.4925 -82.6232 206.0230 0.06
H -62.6124 -79.6552 206.1867 0.10
H -63.5813 -80.5812 205.6353 0.06
H -61.8510 -81.1331 203.8432 -0.06
H -60.7297 -80.3748 204.4635 0.17
H -62.3395 -78.1822 204.0928 0.11
H -63.7158 -79.2102 203.4648 0.13
H -60.7922 -78.5763 202.2102 0.02
H -62.2016 -77.9791 201.6291 0.04
H -61.5466 -79.4858 201.3824 0.06
```